This record from OMol25 describes a structure of composition C22H18ClF3N5ORe in a non-equilibrium geometry. The level of theory is wB97M-V/def2-TZVPD.

Cartesian coordinates (Å):
Re 0.337 -0.086 0.728
Cl -0.540 -4.692 -4.883
C -0.046 -3.556 -3.730
C 1.342 -3.363 -3.487
C 1.769 -2.465 -2.555
C 0.843 -1.727 -1.777
O 1.263 -0.916 -0.868
C -0.568 -1.881 -2.066
C -1.482 -0.922 -1.575
N -1.251 -0.034 -0.632
C -2.014 1.158 -0.564
C -3.300 1.363 -1.025
C -3.837 2.658 -1.033
C -3.096 3.737 -0.617
C -1.781 3.550 -0.131
C -0.928 4.597 0.274
C 0.363 4.305 0.663
C 0.786 2.981 0.705
N -0.008 1.957 0.378
C -1.266 2.241 -0.080
C -0.974 -2.796 -3.048
H 2.066 -3.937 -4.051
H 2.824 -2.300 -2.377
H -2.410 -0.830 -2.133
H -3.915 0.539 -1.363
H -4.846 2.804 -1.394
H -3.503 4.739 -0.662
H -1.288 5.619 0.257
H 1.051 5.092 0.938
H 1.804 2.756 1.001
H -2.026 -2.907 -3.280
N -0.496 -2.612 1.414
N 0.842 -2.111 1.551
H -0.742 -3.292 2.129
H -0.613 -3.054 0.509
H 1.535 -2.685 1.069
H 1.100 -2.128 2.536
F 0.388 -0.938 7.330
C -0.177 0.239 7.030
F -1.413 0.262 7.509
F 0.536 1.215 7.574
C -0.187 0.358 5.511
C -1.212 -0.217 4.770
C -1.120 -0.208 3.395
N -0.076 0.352 2.742
C 0.886 0.958 3.474
C 0.868 0.978 4.852
H -2.071 -0.664 5.254
H -1.895 -0.648 2.783
H 1.695 1.437 2.939
H 1.660 1.468 5.403

The expectation value of S² is 0.83. The HOMO energy (spin up / spin down) is -0.6390 / -0.6305 hartree. Its energy is -55381.4100 eV. As for the spin multiplicity: 2. For the LUMO energy (spin up / spin down), the calculation gives -11.9 / -12.2 eV. The gap between HOMO and LUMO (spin up / spin down) comes out at 5.5 / 5.0 eV. Its relative energy (zero: lowest compared OMol25 entry of this formula, charge and spin) is 21.39 kcal per mole. Its net charge is +3.

Here is what Mulliken gives for the atomic charges, in e: Re 1.49; Cl -0.08; C 0.04; C -0.48; C -0.71; C 0.88; O -0.71; C 0.24; C 0.14; N -0.21; C 0.47; C -0.61; C -0.98; C -0.85; C 0.53; C -0.42; C -1.07; C -0.10; N -0.11; C 0.64; C -0.84; H 0.48; H 0.51; H 0.37; H 0.51; H 0.45; H 0.47; H 0.52; H 0.45; H 0.70; H 0.50; N -0.35; N -0.50; H 0.32; H 0.17; H 0.28; H 0.35; F -0.22; C 0.88; F -0.22; F -0.23; C 0.16; C -0.92; C -0.01; N -0.19; C 0.05; C -0.86; H 0.53; H 0.59; H 0.44; H 0.52